No. 1
A molecular structure, C35H52N10O14S2. Source: OMol25; level of theory: ωB97M-V/def2-TZVPD.

Calculated values
E_HOMO, eV: -8.02
F_max, Eh/bohr: 0.039
Gap between HOMO and LUMO, eV: 7.7
M, g/mol: 900.99
Electronic energy, eV: -102362.772

XYZ file:
```
113
C35H52N10O14S2 | OMol25 | ωB97M-V/def2-TZVPD
C 14.3625 23.5476 0.2958
N 15.7597 24.0027 0.3886
O 16.0696 25.0094 -0.2120
O 16.4846 23.4258 1.1550
H 13.7221 24.3808 0.5604
H 14.1886 22.6771 0.9091
H 14.1452 23.3507 -0.7530
C 18.3440 28.9377 -6.2130
N 17.1387 28.5976 -5.4347
O 16.1981 28.1414 -6.0267
O 17.1411 28.8442 -4.2272
H 19.1579 28.9996 -5.4973
H 18.3085 29.8997 -6.7159
H 18.4726 28.1482 -6.9443
C 12.1749 26.3703 -3.2910
N 12.9998 25.7143 -4.3462
O 12.9901 26.2054 -5.4618
O 13.6990 24.7885 -4.0255
H 11.8370 27.3154 -3.6850
H 12.8564 26.5566 -2.4663
H 11.3505 25.7248 -3.0105
C 16.5541 34.6119 -1.2342
C 16.9948 33.3172 -0.5532
O 15.9828 33.0870 0.4753
S 14.7271 34.0365 0.3034
O 14.2342 34.3128 1.5998
O 13.7832 33.4725 -0.6030
O 15.5762 35.2247 -0.3167
H 15.9097 34.3983 -2.0916
H 17.3603 35.2779 -1.5042
H 17.9697 33.3672 -0.0726
H 16.9543 32.4437 -1.2056
C 19.6804 25.6381 -0.3262
C 18.9871 26.7657 0.4892
O 19.5469 26.6776 1.8050
S 20.3749 25.3356 1.9854
O 19.4995 24.2753 2.2649
O 21.5198 25.5651 2.7438
O 20.7765 25.2658 0.4580
H 20.0231 25.9131 -1.3148
H 18.8869 24.8914 -0.4221
H 17.9063 26.6965 0.4788
H 19.2562 27.7740 0.1753
N 17.5643 30.0058 -0.3941
C 18.4227 30.2662 -1.4306
C 19.6252 30.6525 -0.8953
C 19.4539 30.6902 0.5214
C 18.1846 30.2504 0.8043
H 16.6557 29.5673 -0.5356
H 17.9618 30.0828 -2.3847
H 20.5060 30.9358 -1.4461
H 20.1774 30.9861 1.2623
H 17.7792 29.9158 1.7430
N 9.2188 27.8857 -2.7810
C 8.6385 26.9357 -1.9789
C 9.2588 27.0920 -0.7520
C 10.2520 28.0984 -0.8568
C 10.1192 28.6852 -2.1109
H 9.0054 28.0265 -3.7530
H 7.8436 26.3188 -2.3498
H 9.0740 26.5276 0.1503
H 10.9313 28.3826 -0.0702
H 10.6906 29.4096 -2.6667
N 14.2157 24.9564 3.5705
C 14.4387 26.2878 3.7854
C 13.3043 26.9523 3.4512
C 12.3283 25.9828 3.0773
C 12.9432 24.7769 3.1252
H 14.8948 24.2567 3.7994
H 15.3852 26.6180 4.1786
H 13.1230 28.0121 3.3835
H 11.3150 26.1838 2.7759
H 12.5561 23.7815 2.9858
N 14.0186 30.4303 -0.1780
C 14.0294 30.2938 -1.5386
C 14.6160 29.0921 -1.8142
C 14.8332 28.4296 -0.5715
C 14.3709 29.2525 0.4061
H 13.4159 31.1204 0.2443
H 13.7389 31.0926 -2.1965
H 14.8138 28.7939 -2.8309
H 15.2269 27.4370 -0.4457
H 14.2765 29.0925 1.4623
N 14.7377 31.9116 3.8975
C 15.5764 31.1852 3.0762
C 15.4987 29.8872 3.5086
C 14.6896 29.8343 4.6733
C 14.1433 31.0844 4.8300
H 14.6072 32.9054 3.8991
H 15.9743 31.6325 2.1860
H 15.9313 29.0355 3.0051
H 14.4599 28.9190 5.1899
H 13.4277 31.5583 5.4817
N 10.9362 32.7184 -0.6118
C 10.3541 33.9171 -0.2910
C 9.1769 33.6421 0.3209
C 9.0755 32.2245 0.4582
C 10.1776 31.6879 -0.1448
H 11.8393 32.6785 -1.0450
H 10.7620 34.8845 -0.5207
H 8.4057 34.3165 0.6546
H 8.2391 31.7652 0.9536
H 10.6136 30.7031 -0.0941
N 12.4754 29.2425 -5.1873
C 11.2610 29.8795 -5.1937
C 11.4595 31.2155 -5.0349
C 12.8516 31.3927 -4.7765
C 13.4334 30.1645 -4.8985
H 12.6009 28.2450 -5.2247
H 10.3409 29.3538 -5.3901
H 10.6632 31.9339 -5.1223
H 13.3957 32.2670 -4.4605
H 14.4858 30.0021 -4.7324
```

No. 2
C23H24F3NO3 in the gas phase. Source: OMol25; level of theory: ωB97M-V/def2-TZVPD.

Calculated values
E_HOMO, eV: -9.35
SMILES: CC(=O)c1ccc(C(=O)N2CCC(CO)(Cc3cccc(C(F)(F)F)c3)CC2)cc1
F_max, Eh/bohr: 0.011
Gap between HOMO and LUMO, eV: 9.4
Energy above the lowest of the compared OMol25 structures with the same formula, charge and spin, kcal/mol: 3.2
M, g/mol: 419.44
Electronic energy, eV: -40027.089

XYZ file:
```
54
C23H24F3NO3 | OMol25 | ωB97M-V/def2-TZVPD
C -6.4641 -2.9679 -1.5113
C -5.7640 -2.9044 -0.1765
O -5.9591 -3.7322 0.6847
C -4.8245 -1.7717 0.0417
C -4.4323 -0.8939 -0.9671
C -3.5602 0.1413 -0.6886
C -3.0577 0.3156 0.5956
C -2.1892 1.4991 0.8971
O -2.6431 2.6300 0.8623
N -0.9077 1.2340 1.2358
C -0.2435 -0.0222 0.9955
C 0.5376 0.0341 -0.3268
C 1.1866 1.4144 -0.5538
C 0.2979 2.2650 -1.4840
O 0.8686 3.5478 -1.6267
C 2.5561 1.2780 -1.2667
C 3.6179 0.5971 -0.4600
C 4.4174 1.3160 0.4254
C 5.3836 0.6879 1.1895
C 5.5802 -0.6789 1.0864
C 4.8040 -1.3980 0.1913
C 4.9805 -2.8790 0.0232
F 5.9189 -3.4034 0.8207
F 3.8408 -3.5527 0.2840
F 5.3208 -3.2125 -1.2366
C 3.8357 -0.7690 -0.5812
C 1.3453 2.1316 0.7932
C -0.0012 2.3394 1.4924
C -3.4506 -0.5534 1.6093
C -4.3218 -1.5859 1.3308
H -7.1829 -3.7831 -1.4993
H -6.9780 -2.0313 -1.7143
H -5.7382 -3.1476 -2.3018
H -4.8008 -1.0113 -1.9741
H -3.2667 0.8275 -1.4697
H 0.4405 -0.2064 1.8291
H -0.9709 -0.8335 0.9652
H -0.1368 -0.1896 -1.1562
H 1.3019 -0.7412 -0.2978
H 0.2315 1.7699 -2.4660
H -0.7148 2.3385 -1.0749
H 0.2329 4.1243 -2.0603
H 2.8814 2.2874 -1.5213
H 2.3953 0.7243 -2.1938
H 4.2844 2.3841 0.5071
H 5.9923 1.2640 1.8693
H 6.3295 -1.1778 1.6806
H 3.2686 -1.3552 -1.2901
H 1.8053 3.1045 0.6260
H 2.0078 1.5412 1.4275
H 0.1528 2.4337 2.5739
H -0.4937 3.2500 1.1436
H -3.0770 -0.4094 2.6126
H -4.6373 -2.2692 2.1051
```

No. 3
A molecular structure, C35H34ClNOSi2Tc. Source: OMol25; level of theory: ωB97M-V/def2-TZVPD.

Calculated values
E_HOMO (alpha / beta), eV: -12.69 / -13.37
Multiplicity: 4
⟨S²⟩: 3.779
F_max, Eh/bohr: 0.191
Gap between HOMO and LUMO (alpha / beta), eV: 6.9 / 5.8
Energy above the lowest of the compared OMol25 structures with the same formula, charge and spin, kcal/mol: 92.0
M, g/mol: 674.29
Electronic energy, eV: -70840.804
Total charge: +2

XYZ file:
```
75
C35H34ClNOSi2Tc | OMol25 | ωB97M-V/def2-TZVPD
C 1.5942 -0.7515 0.6863
C 2.0247 -1.3365 -0.5445
C 3.1743 -0.6060 -1.0055
H 1.5724 -2.1978 -1.0305
C 3.4610 0.4108 -0.0292
C 2.4708 0.3337 1.0031
H 2.4503 0.9325 1.9124
H 0.7920 -1.1162 1.3229
H 3.7506 -0.8391 -1.8920
H 4.3162 1.0742 -0.0010
Tc 1.5814 0.7667 -0.9663
Si -1.4531 3.0265 -4.2369
C -1.4610 1.5489 -5.3754
C -1.3594 1.7096 -6.7611
H -1.4392 2.7091 -7.1933
C -1.1246 0.5982 -7.5765
H -1.0358 0.7299 -8.6551
C -0.9913 -0.6753 -7.0176
H -0.7980 -1.5402 -7.6553
C -1.1361 -0.8440 -5.6388
H -1.0503 -1.8343 -5.1888
C -1.4009 0.2616 -4.8227
H -1.5181 0.1241 -3.7440
C 0.2330 2.7854 -3.3210
C 1.1413 1.7342 -3.6571
H 0.9305 1.1107 -4.5233
C 2.3191 1.2992 -2.8347
H 3.0749 0.6179 -3.2331
C 2.7275 2.3440 -1.7122
H 3.7596 2.3979 -1.3549
C 2.0305 3.6497 -1.9179
H 2.5022 4.5129 -1.4561
C 0.6889 3.7201 -2.3942
H 0.0695 4.5788 -2.1195
H 1.1179 -0.1626 -2.2683
Si 2.7966 2.9108 -3.5196
C 4.2944 4.0994 -3.8387
C 5.3159 3.7120 -4.7138
H 5.3447 2.6897 -5.0945
C 6.2650 4.6330 -5.1614
H 7.0268 4.3226 -5.8782
C 6.2237 5.9600 -4.7060
H 6.9670 6.6823 -5.0588
C 5.2305 6.3421 -3.7946
H 5.1955 7.3703 -3.4321
C 4.2714 5.4154 -3.3596
H 3.4901 5.7401 -2.6707
C 2.7107 2.5931 -5.4809
C 3.1740 1.3791 -5.9820
H 3.6590 0.6465 -5.3296
C 3.0153 1.0985 -7.3429
H 3.3877 0.1543 -7.7412
C 2.3776 2.0220 -8.1743
H 2.2545 1.8010 -9.2342
C 1.8871 3.2211 -7.6473
H 1.3608 3.9300 -8.2869
C 2.0567 3.5121 -6.2889
H 1.6741 4.4491 -5.8698
H -1.8182 4.2045 -4.9466
Cl -2.8842 2.7317 -2.7839
O 0.5448 2.3106 0.4014
C -0.5577 1.9068 1.2656
C -1.2960 0.8383 0.5298
C -2.5436 0.4065 0.9863
C -3.2158 -0.5796 0.2734
C -2.5853 -1.1064 -0.8527
C -1.3134 -0.6808 -1.2058
N -0.6703 0.3159 -0.5433
H 1.0366 3.0578 0.7878
H -0.1644 1.5113 2.2191
H -1.1958 2.7819 1.4384
H -2.9108 0.8765 1.8963
H -4.2001 -0.9275 0.5885
H -3.0571 -1.8704 -1.4709
H -0.7763 -1.1400 -2.0412
```

No. 4
A molecular structure, C4H3Li2O2Rh. Source: OMol25; level of theory: ωB97M-V/def2-TZVPD.

Calculated values
E_HOMO (alpha / beta), eV: -10.01 / -12.21
Multiplicity: 6
⟨S²⟩: 8.805
F_max, Eh/bohr: 0.094
Gap between HOMO and LUMO (alpha / beta), eV: 5.2 / 6.1
M, g/mol: 199.85
Electronic energy, eV: -11689.002
Total charge: +1

XYZ file:
```
12
C4H3Li2O2Rh | OMol25 | ωB97M-V/def2-TZVPD
C 1.1378 0.3903 1.0691
O 0.3725 -0.0280 2.0183
Rh 1.2586 -1.3416 -1.0906
Li -0.6330 1.0507 3.0533
H 0.7777 0.6464 -0.4870
C 0.5889 1.4397 0.1826
C -0.2308 1.7406 -1.1504
C -0.1927 0.8971 -2.2432
O 0.7464 0.0458 -2.8321
Li -1.2389 -0.7105 0.4470
H 1.2390 1.9465 1.2350
H -1.1170 0.8416 -2.8421
```

No. 5
C3H5N3 in the gas phase. Source: OMol25; level of theory: ωB97M-V/def2-TZVPD.

Calculated values
E_HOMO, eV: -9.32
SMILES: [H]/N=C(\N)[C@H]1C=N1
F_max, Eh/bohr: 0.062
Gap between HOMO and LUMO, eV: 10.3
Energy above the lowest of the compared OMol25 structures with the same formula, charge and spin, kcal/mol: 71.5
M, g/mol: 83.09
Electronic energy, eV: -7659.354

XYZ file:
```
11
C3H5N3 | OMol25 | ωB97M-V/def2-TZVPD
H -0.5507 2.0754 0.1878
N 0.0670 1.3991 -0.2688
C -0.4550 0.1888 -0.2268
N -1.7241 -0.1068 0.1383
C 0.5879 -0.8054 -0.1758
C 1.8258 -0.0383 0.2184
N 1.4510 -0.8813 1.0680
H -2.4659 0.5115 -0.1560
H -1.9735 -1.0763 0.2851
H 0.5672 -1.6975 -0.7820
H 2.6703 0.4307 -0.2883
```

- The lowest electronic energy belongs to which entry?
  C35H52N10O14S2

- Among the records above, which one has the lowest F_max?
  C23H24F3NO3

- The highest M belongs to which entry?
  C35H52N10O14S2